Here is a cluster of 3 separate species, C34H50BrFIN3O10S4 in total from the Open Molecules 2025 dataset. Energies are from ωB97M-V with the def2-TZVPD basis set.

ORCA input file:
```
! RIJCOSX wB97M-V def2-TZVPD def2/J DEFGRID3
* xyz 0 1
C 2.67391 -6.66157 -0.73163
C 1.22852 -7.39943 -0.64651
C 0.19801 -6.91383 -1.80334
C -1.20416 -6.35680 -1.19507
C -1.37107 -4.76101 -1.48759
C -2.19320 -3.98275 -0.35255
C -1.28196 -3.03615 0.59374
C -0.38803 -2.02008 -0.33261
C 0.06873 -0.68820 0.42009
N -1.02090 0.15067 1.00474
C -2.16395 0.02758 0.45925
S -3.47905 -0.15405 -0.56057
O 0.64275 -1.33561 1.65709
S 0.20866 -0.38748 2.99758
O 0.58825 -1.10752 4.26338
O 1.31873 0.89052 2.84710
C 2.54674 0.40557 2.24981
C 3.68514 1.41234 2.86230
C 5.13375 0.75201 2.92506
O 5.37107 -0.45120 3.12136
I 6.83565 2.14696 2.69277
C 2.62237 0.23789 0.66835
F 3.51525 1.30443 0.19972
C 3.47971 -1.12745 0.39173
C 4.64765 -0.99467 -0.68512
C 6.13461 -0.84485 -0.06256
Br 6.64458 -2.52857 0.85157
C 1.20898 0.23477 -0.17444
C 1.72792 0.05469 -1.68581
C 2.24815 1.27020 -2.55844
C 2.77659 1.16691 -3.99685
N 2.87542 -0.07359 -4.68957
C 2.46741 -1.18838 -3.91360
C 1.90603 -1.25102 -2.48586
C 0.56265 1.73484 -0.27113
C -0.53834 2.12538 -1.33255
C -1.14903 3.51843 -1.50477
N -0.74478 4.60393 -0.67644
C 0.27169 4.29591 0.25801
C 0.98983 2.96488 0.55426
H 2.76541 -5.93659 -1.60835
H 2.85751 -6.14898 0.27043
H 3.47832 -7.47360 -0.84607
H 1.43107 -8.51558 -0.82668
H 0.79412 -7.24403 0.41029
H 0.69946 -6.10286 -2.45915
H 0.01033 -7.80826 -2.50981
H -1.30128 -6.61037 -0.08667
H -2.02721 -6.89706 -1.78535
H -0.31697 -4.37324 -1.68232
H -1.98199 -4.67738 -2.45790
H -2.62184 -4.79568 0.35232
H -3.09440 -3.39551 -0.73088
H -0.60895 -3.76858 1.18465
H -1.89845 -2.49070 1.38153
H -0.83353 -1.87518 -1.37052
H 0.59214 -2.64211 -0.35801
H 2.78275 -0.58203 2.80961
H 3.64730 2.45540 2.41247
H 3.35738 1.54113 3.96704
H 3.92467 -1.57834 1.33751
H 2.68942 -1.88754 0.02108
H 4.68276 -2.01164 -1.24161
H 4.44631 -0.23204 -1.52998
H 6.83090 -0.75458 -0.98151
H 6.28963 0.10644 0.53983
H 2.26760 2.34739 -2.14531
H 3.10947 2.10407 -4.57798
H 2.57716 -2.20218 -4.45298
H 1.66764 -2.25340 -2.03242
H -0.92144 1.30338 -2.04560
H -1.95788 3.71774 -2.29410
H 0.61866 5.18642 0.90483
H 1.80600 2.87972 1.33643
O -5.19173 -3.26068 1.83536
S -6.21916 -2.42310 2.39973
O -6.64939 -2.56411 3.76474
O -7.51861 -2.46564 1.43718
C -8.06754 -3.73617 1.08969
C -8.91210 -4.30431 2.21471
C -5.79082 -0.72918 2.11443
H -7.27751 -4.43389 0.79767
H -8.69814 -3.57821 0.21133
H -8.29329 -4.56728 3.07571
H -9.43539 -5.20512 1.88622
H -9.64623 -3.57077 2.55654
H -5.52570 -0.60487 1.06521
H -4.93738 -0.48667 2.74796
H -6.64083 -0.10038 2.37827
O -0.59318 8.81363 1.12125
S -0.11852 8.70429 -0.23427
O 1.13805 8.07811 -0.55050
O -0.15836 10.16797 -0.92363
C 0.50013 11.24885 -0.26551
C 1.99963 11.20896 -0.49334
C -1.38467 7.96062 -1.22226
H 0.26282 11.25599 0.80211
H 0.09635 12.17083 -0.69103
H 2.44977 10.34832 0.00675
H 2.47266 12.11292 -0.10291
H 2.22750 11.11941 -1.55823
H -2.32688 8.47431 -1.03388
H -1.46435 6.91167 -0.93271
H -1.10352 8.03662 -2.27231
*
```

**HOMO-LUMO gap**: 0.2947 hartree
**E_HOMO**: -9.267 eV

Mulliken atomic charge list, values in e, 8 entries:
1 C -0.8829
2 C -0.3768
3 C -0.5955
4 C -0.7700
5 C 0.0661
6 C -0.5765
7 C -0.5025
8 C -0.9832

=====

Here is a structure of composition C34H50CaN3OP2S from the Open Molecules 2025 dataset. Energies are from ωB97M-V with the def2-TZVPD basis set.

ORCA input file:
```
! RIJCOSX wB97M-V def2-TZVPD def2/J DEFGRID3
* xyz 1 1
C 1.70306 -1.88778 -1.61930
C 1.31083 0.23311 -2.47253
C 2.71970 -2.11644 -2.54583
C 2.21876 0.01309 -3.50851
C 2.96704 -1.16380 -3.52668
H 3.28443 -3.04457 -2.47634
H 2.33574 0.76880 -4.28332
H 3.70470 -1.33099 -4.30503
N 1.08184 -0.69436 -1.51621
P -0.38949 -2.76424 0.05903
P 0.66840 2.51865 -0.82123
C 1.28245 -3.03038 -0.68207
H 1.31162 -3.98801 -1.22990
H 2.03572 -3.11101 0.11858
C 0.47817 1.51034 -2.44323
H 0.81609 2.19286 -3.23572
C -0.52538 3.97733 -1.07138
C 2.44490 3.17302 -0.74858
C -1.50482 -3.57757 -1.23566
C -0.30855 -3.67079 1.72722
C -1.85943 3.58623 -0.40096
H -1.71441 3.25016 0.63830
H -2.50800 4.47303 -0.37467
H -2.38461 2.79580 -0.95236
C 0.00181 5.23612 -0.36563
H 0.22142 5.05684 0.69486
H 0.88828 5.65609 -0.85577
H -0.79038 5.99798 -0.41578
C -0.76760 4.29097 -2.55394
H -1.47872 5.12889 -2.59800
H 0.14399 4.60503 -3.07442
H -1.21723 3.45182 -3.09524
C 2.62313 3.73636 0.68795
H 2.08333 3.12969 1.43229
H 3.69052 3.72064 0.94927
H 2.27892 4.77411 0.77889
C 3.41441 1.99108 -0.92466
H 3.20721 1.19133 -0.20454
H 3.37171 1.57124 -1.93534
H 4.43619 2.36046 -0.75069
C 2.72666 4.23373 -1.83113
H 1.98777 4.23882 -2.64328
H 2.79327 5.24382 -1.40427
H 3.70479 4.02457 -2.28900
C -1.67355 -3.54062 2.42543
H -1.59407 -3.97189 3.43330
H -1.99247 -2.49192 2.53000
H -2.46531 -4.08751 1.90019
C 0.76776 -2.97004 2.58484
H 1.77462 -3.09126 2.16476
H 0.57352 -1.89818 2.72120
H 0.76409 -3.43712 3.58149
C 0.08087 -5.14176 1.57244
H 0.31204 -5.54059 2.57022
H -0.73221 -5.75454 1.17290
H 0.97357 -5.26967 0.94770
C -1.29805 -2.87912 -2.59947
H -1.85832 -3.45057 -3.36071
H -1.66139 -1.83788 -2.58158
H -0.23995 -2.87766 -2.90164
C -2.97949 -3.41441 -0.81900
H -3.26109 -2.35954 -0.68089
H -3.60676 -3.82666 -1.62298
H -3.22129 -3.95451 0.10447
C -1.17942 -5.06602 -1.40122
H -0.12918 -5.24644 -1.65557
H -1.43004 -5.65070 -0.51125
H -1.79369 -5.45707 -2.22636
Ca -0.75148 0.08386 0.19644
C 1.48076 0.37164 1.44240
O 2.38868 0.31357 2.14700
N -1.77990 0.67758 -1.66548
C -1.05041 1.06375 -2.62188
C -1.62074 1.07008 -4.01918
C -3.00570 0.89519 -4.14777
C -0.83531 1.24869 -5.16575
C -3.61643 1.00820 -5.39930
H -3.60083 0.69089 -3.25653
C -1.44201 1.35428 -6.42522
H 0.25030 1.29806 -5.08035
C -2.83578 1.24341 -6.54426
H -4.70136 0.91014 -5.47756
H -0.82805 1.51808 -7.31615
H -3.31798 1.31776 -7.52370
S -3.84901 1.02646 3.32811
C -2.50017 1.46583 4.34255
C -1.30783 1.21434 3.70162
N -1.46150 0.68220 2.41569
C -2.76013 0.53289 2.08733
H -2.61483 1.88618 5.33258
H -0.31528 1.40245 4.11442
H -3.12801 0.13882 1.12820
*
```

**HOMO-LUMO gap**: 0.2578 hartree
**E_HOMO**: -9.627 eV

Mulliken atomic charge list, values in e, 8 entries:
1 C -0.6543
2 C -0.8284
3 C -0.8709
4 C -0.4391
5 C -1.1524
6 H 0.5686
7 H 0.5681
8 H 0.4558

=====

Here is a cluster of 11 separate species, C34H50N2O36S7 in total from the Open Molecules 2025 dataset. Energies are from ωB97M-V with the def2-TZVPD basis set.

ORCA input file:
```
! RIJCOSX wB97M-V def2-TZVPD def2/J DEFGRID3
* xyz 0 1
O 1.33268 0.00322 -3.51776
N 2.08896 0.42607 -4.36412
O 3.29822 0.53550 -4.16182
C 1.68721 0.51413 -5.75025
C 2.66940 0.71523 -6.74737
C 2.30825 1.06745 -8.02985
C 0.95511 1.11669 -8.29548
C -0.05501 0.82299 -7.36391
C 0.35284 0.49279 -6.09022
H 3.71025 0.81885 -6.47450
H 3.06035 1.26843 -8.77721
H 0.63115 1.43951 -9.27995
H -1.06935 0.83222 -7.72961
H -0.39711 0.44361 -5.30863
O 6.04103 5.29200 -5.05824
N 5.10385 6.04513 -5.05195
O 5.08444 7.20133 -5.40914
C 3.79755 5.47104 -4.64725
C 2.62541 6.00890 -5.14116
C 1.42495 5.33664 -4.89040
C 1.38233 4.15820 -4.16938
C 2.58277 3.75496 -3.56795
C 3.76438 4.41155 -3.74085
H 2.57489 6.86093 -5.80282
H 0.45193 5.55948 -5.31644
H 0.43734 3.66077 -4.04774
H 2.46780 2.95891 -2.83810
H 4.65537 4.08159 -3.22598
O -5.94768 2.60373 4.76397
S -6.23884 1.24773 5.12802
O -7.55868 0.96007 5.58767
O -5.91819 0.23958 3.86570
C -4.74621 -0.53027 4.11356
C -4.01035 0.18111 5.20892
O -5.01699 0.69222 6.06846
H -5.10919 -1.54043 4.31963
H -4.06309 -0.68829 3.27421
H -3.44504 1.02108 4.79818
H -3.30287 -0.53434 5.62509
O -4.49929 4.43655 -5.06122
S -3.08107 4.49582 -4.82819
O -2.31086 5.49065 -5.49085
O -2.81041 4.35092 -3.24073
C -2.75840 2.96176 -2.85149
C -2.04245 2.35429 -4.05619
O -2.41659 3.07118 -5.20655
H -2.12624 2.74378 -1.99577
H -3.79150 2.66346 -2.67984
H -2.56855 1.40052 -4.19559
H -0.98931 2.13090 -3.91443
O -1.56684 0.32706 -1.52773
S -0.42185 0.49118 -0.67456
O 0.66668 1.31114 -1.09859
O -0.83503 0.93317 0.81487
C -1.15104 -0.18204 1.62551
C -0.07688 -1.16369 1.11021
O 0.06038 -0.99518 -0.30188
H -1.04644 0.18973 2.64686
H -2.20516 -0.45480 1.52518
H -0.52447 -2.14502 1.29089
H 0.86771 -1.16981 1.65168
O 0.37817 -6.26000 -2.89827
S 0.29257 -6.51169 -1.49674
O 0.29286 -7.86862 -1.02146
O 1.20257 -5.48067 -0.58466
C 0.41475 -4.82976 0.39807
C -1.03523 -5.30556 0.36702
O -1.05283 -5.77239 -1.00249
H 0.99803 -4.92028 1.31548
H 0.41932 -3.77433 0.10749
H -1.86813 -4.61549 0.30713
H -1.15054 -6.20163 0.98029
O -3.09650 -4.15660 -3.52025
S -3.95823 -3.19844 -2.87229
O -4.99489 -2.53368 -3.63392
O -4.67109 -3.70923 -1.53395
C -4.75510 -2.71608 -0.49957
C -3.85483 -1.54327 -1.04835
O -3.08693 -2.07708 -2.07224
H -5.78469 -2.40689 -0.34475
H -4.33474 -3.06168 0.44367
H -3.23573 -1.23139 -0.21371
H -4.55675 -0.73961 -1.27390
O -2.82776 4.92925 4.01219
S -1.79450 4.69363 4.98446
O -1.98569 5.04620 6.36325
O -1.15421 3.20530 4.88852
C -0.35113 3.13629 3.70721
C 0.40464 4.45599 3.70404
O -0.41531 5.39734 4.36086
H 0.28428 2.25610 3.76336
H -0.99275 3.06161 2.82677
H 0.42175 4.76171 2.65577
H 1.40872 4.36545 4.11292
O 5.44063 3.48346 2.97280
S 4.26012 3.71875 2.21146
O 3.64556 5.01878 2.24475
O 4.42061 3.24834 0.64139
C 4.47926 1.84374 0.65278
C 3.38186 1.44665 1.63486
O 3.15452 2.54863 2.50085
H 4.37132 1.32633 -0.29977
H 5.46396 1.49743 0.99033
H 3.75892 0.65311 2.28056
H 2.53940 1.15421 1.01105
O -2.45698 -3.15301 2.79914
C -2.14427 -3.56235 3.89416
C -1.60634 -4.99341 4.22348
C -0.79744 -4.54461 5.45519
C -1.65128 -3.46864 6.10381
O -2.18872 -2.80195 4.96245
H -2.38573 -5.69973 4.52113
H -1.11105 -5.49412 3.39861
H -0.58882 -5.25960 6.25619
H 0.18030 -4.20931 5.10499
H -2.41459 -3.64152 6.86284
H -1.00396 -2.71791 6.56972
O 2.20764 -3.22837 3.30983
C 3.28867 -3.75472 3.23861
C 4.18790 -3.85871 1.99858
C 5.32804 -4.71984 2.58787
C 5.19617 -4.61766 4.09591
O 3.85888 -4.23408 4.36079
H 3.78792 -4.20857 1.05368
H 4.69974 -2.91335 1.81260
H 5.40787 -5.76719 2.29414
H 6.31418 -4.32112 2.34093
H 5.56627 -5.50001 4.62095
H 5.86706 -3.85608 4.51446
*
```

**HOMO-LUMO gap**: 0.3331 hartree
**E_HOMO**: -9.951 eV
**SMILES string**: O=[N+]([O-])c1ccccc1.O=[N+]([O-])c1ccccc1.O=S1(=O)OCCO1.O=S1(=O)OCCO1.O=S1(=O)OCCO1.O=S1(=O)OCCO1.O=S1(=O)OCCO1.O=S1(=O)OCCO1.O=S1(=O)OCCO1.O=C1CCCO1.O=C1CCCO1

Mulliken atomic charge list, values in e, 8 entries:
1 O -0.5637
2 N 1.2699
3 O -0.6465
4 C -0.2991
5 C -0.2950
6 C -0.7225
7 C -0.2124
8 C -0.9047

=====

Here is a structure of composition C34H51AsBaF5N10O4P2Se from the Open Molecules 2025 dataset. Energies are from ωB97M-V with the def2-TZVPD basis set.

ORCA input file:
```
! RIJCOSX wB97M-V def2-TZVPD def2/J DEFGRID3
* xyz -1 1
Ba -0.64635 -0.37970 -0.51885
C -1.87595 3.65881 -0.19162
N -1.54418 2.58031 0.73446
C -0.40081 2.83471 1.62216
P -2.65777 1.50011 1.26766
O -2.05275 0.20225 1.62301
O -3.66399 1.37268 -0.02324
P -3.92548 0.12668 -1.05618
O -2.77679 -0.09882 -1.94867
N -5.25394 0.49733 -1.94321
C -5.06152 1.39797 -3.08205
C -6.55765 0.60830 -1.30949
N -4.20962 -1.13330 -0.05413
C -4.94336 -1.00289 1.19564
C -3.91116 -2.51202 -0.46067
N -3.65524 2.01204 2.46323
C -4.36535 3.27289 2.34127
C -3.64988 1.39363 3.78141
H -2.29443 4.53196 0.32338
H -2.56079 3.30562 -0.95632
H -0.95434 3.94568 -0.69692
H -0.60268 3.65177 2.32414
H 0.46077 3.08026 0.99804
H -0.14306 1.93241 2.17719
H -4.05620 1.27483 -3.47591
H -5.20958 2.44573 -2.79767
H -5.78392 1.14391 -3.85957
H -6.66972 -0.15101 -0.53910
H -7.33128 0.44279 -2.06092
H -6.71966 1.59585 -0.86071
H -5.09414 0.04278 1.45437
H -4.37509 -1.47190 2.00208
H -5.92072 -1.49373 1.13346
H -3.29290 -2.54342 -1.35681
H -4.83069 -3.07350 -0.64742
H -3.35414 -3.00359 0.34087
H -4.39498 3.59032 1.29927
H -3.89337 4.06444 2.93178
H -5.39595 3.15447 2.68657
H -3.02687 0.50402 3.76394
H -4.66795 1.11286 4.06855
H -3.25693 2.08416 4.53313
N 1.22368 -1.51222 2.71531
C 0.67467 -2.64627 2.20020
N 0.53167 -3.67015 3.05610
C -0.08530 -4.72973 2.51798
N -0.32334 -5.77784 3.38700
N -0.50318 -4.87314 1.28014
C -0.28137 -3.80154 0.45912
N 0.30260 -2.64802 0.92162
C -0.65088 -3.93292 -0.90830
C -1.27186 -5.13097 -1.38003
C -1.61892 -5.24334 -2.69441
C -1.36592 -4.17877 -3.58783
C -0.79122 -3.03490 -3.06445
N -0.44789 -2.89441 -1.78627
H 1.69691 -1.63464 3.59525
H 1.65749 -0.83688 2.09489
H 0.28849 -5.78855 4.18607
H -0.46506 -6.66178 2.92737
H -1.44702 -5.93259 -0.67784
H -2.08546 -6.15342 -3.05507
H -1.61236 -4.24876 -4.63823
H -0.58441 -2.17713 -3.70027
C -0.33598 2.69688 -3.88990
O -0.57947 2.08315 -2.64331
C 0.56194 1.92530 -1.77364
C 1.59045 3.00862 -1.93828
H 0.43703 2.15641 -4.45150
H -0.02335 3.74093 -3.79583
H -1.26627 2.66566 -4.46431
H 1.17020 4.02981 -1.83363
H 2.13150 2.99785 -2.90024
H 2.33400 2.88527 -1.14795
C 3.81191 -2.91452 -2.78161
As 2.87193 -1.63926 -1.62832
C 3.74498 -2.18147 0.04010
C 3.93489 0.01010 -1.96548
C 5.41389 -0.16228 -2.04150
C 6.04364 -0.48644 -3.24430
C 7.41654 -0.67657 -3.30830
C 8.19299 -0.54642 -2.16433
C 7.58000 -0.21803 -0.96182
C 6.20670 -0.02586 -0.90041
H 4.89047 -2.86920 -2.63443
H 3.57433 -2.71816 -3.82752
H 3.44752 -3.91008 -2.52584
H 4.80591 -2.38501 -0.11278
H 3.25019 -3.07904 0.41350
H 3.63756 -1.38877 0.78058
H 3.65709 0.67198 -1.14283
H 3.52831 0.45401 -2.87574
H 5.44329 -0.58892 -4.14193
H 7.88192 -0.92571 -4.25476
H 9.26514 -0.69257 -2.21089
H 8.17540 -0.10342 -0.06401
H 5.73507 0.24855 0.03766
F 2.37105 4.93787 6.27890
C 2.56058 4.11980 5.22778
C 2.47879 4.60320 3.93723
F 2.20992 5.90599 3.73632
C 2.67391 3.75222 2.86391
F 2.60204 4.30125 1.63935
C 2.95397 2.39235 3.01184
Se 3.21855 1.24768 1.54722
C 3.03208 1.94807 4.33523
F 3.28579 0.65780 4.60386
C 2.84187 2.78069 5.42157
F 2.92080 2.30057 6.67584
*
```

**HOMO-LUMO gap**: 0.0785 hartree
**E_HOMO**: -0.609 eV
**Energy above the lowest of the compared OMol25 structures with the same formula, charge and spin**: 2.987 eV

Mulliken atomic charge list, values in e, 8 entries:
1 Ba 2.6251
2 C -0.8663
3 N 1.9962
4 C -1.0723
5 P -1.5401
6 O -0.7636
7 O 0.1183
8 P 0.0502

=====

no.,largest force on an atom (eV Å⁻¹)
1,6.39
2,3.74
3,3.55
4,2.37